P:
The following is a quantum chemistry calculation of 2 unconnected molecules or ions with the total composition C9H12NOS, from the OMol25 dataset.

Last column: Löwdin charge in e.
Positions of all 24 atoms, in Å:
C 1.921 -2.477 -2.381  -0.056
C 1.355 -3.025 -1.181  -0.043
C 1.823 -1.132 -2.732  -0.071
C 0.687 -2.156 -0.330  -0.098
C 0.855 -0.399 -2.042  -0.104
C 0.472 -0.929 -0.854  -0.051
C -1.414 2.309 1.301  -0.199
C -2.537 1.345 1.840  -0.396
C -1.094 0.365 0.032  -0.632
N -0.314 1.529 0.760  0.057
O -1.666 1.002 -0.990  -0.007
S -2.077 -0.370 1.336  0.952
H 2.511 -3.094 -3.117  0.131
H 1.319 -4.093 -0.843  0.134
H 2.398 -0.648 -3.537  0.127
H 0.283 -2.393 0.679  0.123
H 0.480 0.596 -2.414  0.132
H -1.697 2.943 0.446  0.138
H -1.229 3.016 2.098  0.130
H -2.760 1.307 3.043  0.146
H -3.436 1.728 1.313  0.088
H 0.191 1.939 -0.011  0.165
H 0.382 1.173 1.458  0.202
H -1.627 0.425 -1.773  0.134

Its total charge is +1.

=====

Q:
The following is a quantum chemistry calculation of a gas-phase ion, C9H12NOS (charge +1), from the OMol25 dataset.

Last column: Löwdin charge in e.
Positions of all 24 atoms, in Å:
N 3.236 -1.579 1.467  0.230
C 2.206 -0.806 1.094  -0.352
O 2.372 0.443 1.559  0.047
C 1.305 -1.193 0.071  -0.079
C 0.895 -0.073 -0.968  -0.121
C -0.583 0.266 -0.804  -0.268
C -1.547 -0.351 -1.641  -0.034
C -2.908 -0.163 -1.471  -0.071
C -3.309 0.782 -0.537  -0.041
C -2.355 1.604 0.211  -0.064
C -1.003 1.280 0.072  -0.510
S 0.211 2.319 0.950  0.925
H 3.843 -1.251 2.167  0.119
H 3.384 -2.603 1.145  0.198
H 1.617 1.097 1.136  -0.009
H 0.251 -1.360 0.621  0.207
H 1.672 -2.140 -0.325  0.132
H 1.098 -0.634 -1.956  0.150
H 1.484 0.835 -0.923  0.098
H -1.156 -0.955 -2.513  0.138
H -3.640 -0.783 -1.975  0.117
H -4.372 0.971 -0.335  0.114
H -2.540 2.518 0.823  0.117
H -0.162 1.775 2.133  -0.045

The SMILES is [NH2+]=C(O)CCc1ccccc1S. Its total charge is +1.

=====

Short version: Q is the most stable of them.